[1]
This record from OMol25 describes a structure of composition C42H46CuN6SSbSe at a distorted geometry. The level of theory is the ωB97M-V functional and the def2-TZVPD basis.

Cartesian coordinates (Å):
1 Cu 0.75662 -0.69840 1.81711
2 C 3.97301 -5.31940 3.00919
3 C 4.12713 -4.12862 2.31303
4 C 3.07790 -3.22197 2.23927
5 C 1.87098 -3.51583 2.85110
6 C 1.71267 -4.69958 3.56073
7 C 2.76339 -5.59953 3.63536
8 N 0.82799 -2.51596 2.76212
9 N -0.28818 -2.92207 3.10530
10 C -1.33793 -1.93813 3.04347
11 C -2.51650 -2.33593 3.67096
12 C -3.58014 -1.44939 3.72967
13 C -3.42946 -0.18798 3.16127
14 C -2.23700 0.16930 2.53233
15 C -1.14607 -0.69661 2.41015
16 H 4.79366 -6.02310 3.07410
17 H 5.06961 -3.89907 1.83052
18 H 3.17588 -2.28397 1.70683
19 H 0.76442 -4.90496 4.03699
20 H 2.64109 -6.52243 4.18900
21 H -2.57592 -3.32229 4.12032
22 H -4.50985 -1.73430 4.20563
23 H -4.25683 0.51467 3.18649
24 H -2.18421 1.16072 2.08886
25 C 1.92320 0.17577 -2.76867
26 C 0.66129 0.39829 -3.57000
27 C 0.63324 0.02385 -4.91418
28 C -0.49453 0.22501 -5.69836
29 C -1.62111 0.82003 -5.14660
30 C -1.60238 1.20833 -3.81283
31 C -0.47810 0.99919 -3.01378
32 Sb -0.50121 1.64853 -0.94733
33 C -0.54392 3.74020 -1.54278
34 C -1.68149 4.36273 -2.05975
35 C -1.68028 5.70567 -2.41758
36 C -0.52501 6.45386 -2.25712
37 C 0.62317 5.84233 -1.77409
38 C 0.63880 4.49188 -1.42702
39 C 1.94492 3.86812 -0.99050
40 C -2.61370 1.45162 -0.55595
41 C -3.31119 2.52893 -0.00084
42 C -4.63120 2.40942 0.41614
43 C -5.27311 1.18714 0.29410
44 C -4.57752 0.09759 -0.20792
45 C -3.24896 0.19988 -0.61625
46 C -2.50929 -1.04519 -1.01673
47 H 2.64891 -0.39686 -3.35064
48 H 1.72278 -0.36713 -1.84148
49 H 2.39368 1.12373 -2.49696
50 H 1.51464 -0.43572 -5.34892
51 H -0.49054 -0.07630 -6.73956
52 H -2.50494 0.98834 -5.75007
53 H -2.48704 1.66877 -3.38518
54 H -2.58873 3.79279 -2.20742
55 H -2.57763 6.15979 -2.82023
56 H -0.51030 7.50471 -2.51997
57 H 1.53532 6.42098 -1.67250
58 H 2.72580 4.62388 -0.90430
59 H 2.28239 3.13280 -1.72510
60 H 1.87576 3.33607 -0.03800
61 H -2.81509 3.48239 0.13222
62 H -5.14873 3.26483 0.83298
63 H -6.30290 1.07438 0.61076
64 H -5.06404 -0.86996 -0.25880
65 H -3.18927 -1.89225 -1.12593
66 H -1.77283 -1.30882 -0.25162
67 H -1.96693 -0.91904 -1.95218
68 S 2.49806 0.77621 1.65835
69 C 1.68711 1.47921 3.00596
70 N 1.07144 2.65948 2.90256
71 C 0.30567 3.27794 3.98138
72 C -0.23624 2.18920 4.88652
73 C 0.89961 1.30213 5.35631
74 N 1.71210 0.89273 4.21007
75 H 1.06588 3.06326 1.98100
76 H -0.50492 3.85125 3.53565
77 H 0.94164 3.97000 4.53993
78 H -0.95470 1.58353 4.32991
79 H -0.74411 2.63030 5.74347
80 H 0.50743 0.40362 5.83008
81 H 1.52791 1.82235 6.08293
82 H 2.12194 -0.02755 4.20821
83 C -0.50365 -3.12316 -3.68120
84 N 0.93760 -3.19043 -3.49199
85 C 1.86745 -3.25673 -4.51493
86 C 3.08499 -3.26667 -3.94366
87 N 2.88486 -3.20957 -2.57389
88 C 3.92749 -3.17339 -1.56242
89 C 1.55956 -3.15459 -2.28580
90 Se 0.81450 -3.06937 -0.60666
91 H -0.77246 -3.72137 -4.54934
92 H -0.81641 -2.09139 -3.83299
93 H -0.98339 -3.51832 -2.78998
94 H 1.57797 -3.30111 -5.55031
95 H 4.06635 -3.32600 -4.38080
96 H 4.85246 -3.53377 -2.00763
97 H 3.63587 -3.80651 -0.72745
98 H 4.06385 -2.15702 -1.19211

Computed properties:
**ΔE to the lowest compared entry with this formula, charge and spin**: 0.000 eV
**Spin multiplicity**: 1

[2]
This record from OMol25 describes a cluster of 2 separate species, C4H8N2 in total at a distorted geometry. The level of theory is the ωB97M-V functional and the def2-TZVPD basis.

Cartesian coordinates (Å):
1 C -0.52277 1.06700 -1.00050
2 C 0.18497 -0.00895 -0.61193
3 C 1.58015 0.10220 -0.06283
4 N -0.29745 -1.30310 -0.68978
5 C -1.34868 0.04760 1.87327
6 N -1.20086 -0.66422 2.77022
7 H -1.37763 0.67494 0.98414
8 H -1.48327 0.96435 -1.49936
9 H -0.10029 2.06147 -0.91674
10 H 2.29335 -0.23410 -0.82285
11 H 1.71699 -0.52058 0.82994
12 H 1.81566 1.13614 0.19795
13 H 0.13136 -1.98589 -0.08236
14 H -1.29990 -1.41166 -0.75416

Computed properties:
**ΔE to the lowest compared entry with this formula, charge and spin**: 1.113 eV
**SMILES string**: C=C(C)N.C#N
**Spin multiplicity**: 1

[3]
This record from OMol25 describes a structure of composition C34H80ClN7O15P at a distorted geometry. The level of theory is the ωB97M-V functional and the def2-TZVPD basis.

Cartesian coordinates (Å):
1 Cl 0.40660 0.40399 -0.05675
2 O -0.09674 1.63445 -0.57124
3 O 1.51092 -0.05392 -0.90872
4 O 0.82465 0.59795 1.25246
5 O -0.62515 -0.53191 -0.03930
6 O 3.67990 -4.06159 2.34596
7 P 3.01429 -2.73903 2.20694
8 N 2.24144 -2.23400 3.63805
9 C 1.44057 -1.01839 3.75402
10 C 2.77438 -2.87460 4.90261
11 N 1.78469 -2.64016 1.06784
12 C 2.11007 -2.40401 -0.28336
13 C 0.64017 -3.52359 1.20776
14 N 4.00199 -1.35185 2.05620
15 C 3.41284 0.00460 1.73931
16 C 5.35495 -1.35995 2.60404
17 H 2.09621 -0.17529 3.97182
18 H 0.72555 -1.19462 4.55763
19 H 0.89825 -0.87330 2.81971
20 H 2.13626 -2.68218 5.76508
21 H 3.78119 -2.50110 5.08952
22 H 2.82482 -3.96258 4.85987
23 H 1.21886 -2.10998 -0.83780
24 H 2.84188 -1.60365 -0.39284
25 H 2.42321 -3.33297 -0.75989
26 H 0.29007 -3.53581 2.23994
27 H -0.15456 -3.10239 0.59203
28 H 0.85297 -4.53460 0.86037
29 H 3.89256 0.41372 0.85016
30 H 2.37549 0.04042 1.40657
31 H 3.52741 0.68808 2.58064
32 H 6.00449 -0.86609 1.88135
33 H 5.66596 -2.39498 2.74569
34 H 5.35118 -0.72761 3.49188
35 O -1.82769 4.81255 0.08360
36 C -1.52314 4.10386 -0.84713
37 O -2.36511 3.31270 -1.43807
38 C -1.81932 2.63702 -2.57918
39 C -0.38155 3.11264 -2.69721
40 C -0.16778 3.92728 -1.46434
41 H -2.40238 3.07853 -3.38740
42 H -1.96526 1.56178 -2.68244
43 H -0.26281 3.57384 -3.67766
44 H 0.20998 2.19816 -2.74112
45 H 0.51121 4.77748 -1.52937
46 H 0.40929 3.29914 -0.78572
47 O 0.03218 4.64549 3.31229
48 C -0.69660 3.72544 2.92658
49 O -1.62967 3.15848 3.72121
50 C -2.20581 2.01234 3.06980
51 C -1.94639 2.30596 1.63206
52 C -0.61954 2.95755 1.58024
53 H -3.25915 1.99545 3.34960
54 H -1.82455 1.01903 3.30658
55 H -2.73145 2.91247 1.18048
56 H -2.02382 1.36044 1.09530
57 H -0.47350 3.68271 0.77967
58 H 0.07709 2.12243 1.65360
59 O 1.79688 -2.24405 -5.93273
60 C 1.79843 -2.25052 -4.70420
61 O 2.44479 -1.30028 -3.93367
62 C 2.28260 -1.58576 -2.57182
63 C 1.94021 -3.10488 -2.51719
64 C 1.19235 -3.31612 -3.84674
65 H 1.45110 -0.98171 -2.20875
66 H 3.16620 -1.31367 -1.99449
67 H 1.35420 -3.32136 -1.62398
68 H 2.85222 -3.70165 -2.50341
69 H 0.10294 -3.32742 -3.81260
70 H 1.49328 -4.20966 -4.39365
71 C -1.21489 -2.42625 -5.59252
72 C -2.08356 -3.08735 -4.48738
73 C -1.97542 -2.28896 -3.18150
74 O -0.66382 -2.48402 -2.59106
75 C -0.40647 -1.53674 -1.59565
76 N -3.46908 -3.18311 -4.91653
77 H -1.33549 -1.34919 -5.47630
78 H -1.48712 -2.77260 -6.58952
79 H -0.13030 -2.50131 -5.51421
80 H -1.67959 -4.09751 -4.42062
81 H -2.86825 -2.60213 -2.64033
82 H -2.10789 -1.22278 -3.36545
83 H 0.60866 -1.60546 -1.20462
84 H -1.10097 -1.63197 -0.76096
85 H -0.45782 -0.52820 -2.00587
86 H -3.90994 -4.04582 -4.63110
87 H -3.96930 -2.44591 -4.44070
88 C -2.51568 0.72257 5.61638
89 C -1.75631 -0.57804 5.33232
90 C -1.09733 -0.71263 3.95892
91 O -2.02630 -0.60494 2.93820
92 C -1.52483 -0.89570 1.66651
93 N -0.72209 -0.71733 6.40757
94 H -2.93077 0.75793 6.62362
95 H -3.31988 0.66354 4.88297
96 H -1.86075 1.54606 5.33171
97 H -2.45760 -1.40201 5.46411
98 H -0.61756 -1.68054 3.81377
99 H -0.30022 0.01522 3.80745
100 H -0.56151 -0.45413 1.41132
101 H -2.13289 -0.41824 0.89814
102 H -1.46758 -1.98300 1.61542
103 H -1.14512 -0.51690 7.30253
104 H -0.10941 0.08534 6.38642
105 C -3.58448 -1.15083 -1.44170
106 C -3.23868 0.29941 -1.22644
107 C -4.49990 1.25167 -1.08916
108 O -5.34938 1.35979 -2.20674
109 C -6.07402 2.55960 -2.24353
110 N -2.33975 0.27406 -0.08183
111 H -2.81581 -1.74347 -1.93772
112 H -4.45924 -1.20323 -2.08988
113 H -3.82496 -1.56163 -0.46112
114 H -2.63962 0.56573 -2.09724
115 H -4.22057 2.28292 -0.87329
116 H -5.05477 0.92681 -0.20900
117 H -6.53198 2.66111 -3.22742
118 H -5.49269 3.48143 -2.22356
119 H -6.88365 2.63098 -1.51723
120 H -2.03958 1.23544 -0.00616
121 H -1.46794 -0.14376 -0.37415
122 C 2.13304 3.04244 1.06627
123 C 3.04848 3.36820 -0.12280
124 C 2.99194 2.22288 -1.19394
125 O 4.15781 2.37695 -2.06242
126 C 4.27013 1.31186 -3.04738
127 N 2.78072 4.66497 -0.80159
128 H 2.36193 2.06696 1.49538
129 H 1.08572 3.02565 0.76473
130 H 2.31060 3.81147 1.81805
131 H 4.05677 3.37069 0.29129
132 H 2.03687 2.27028 -1.71709
133 H 3.06657 1.21150 -0.79438
134 H 5.30710 1.20252 -3.36493
135 H 3.61781 1.51275 -3.89721
136 H 4.03158 0.28472 -2.77140
137 H 3.64469 4.94908 -1.24083
138 H 2.19545 4.53445 -1.61431

Computed properties:
**Total charge**: -1
**Spin multiplicity**: 1

[4]
This record from OMol25 describes a cluster of 9 separate species, C57H83ClN2O28P2 in total at a distorted geometry. The level of theory is the ωB97M-V functional and the def2-TZVPD basis.

Cartesian coordinates (Å):
1 C 4.33591 3.73241 -1.04174
2 C 2.86038 4.33468 -0.97154
3 C 2.06743 3.52125 0.14323
4 C 0.58000 3.22887 -0.32962
5 N 0.31504 1.88222 -0.84495
6 C 0.04110 0.83466 0.14284
7 P 0.29567 1.20841 1.99664
8 O 1.75897 1.22831 2.39595
9 C 1.32115 -0.14334 -0.11484
10 O 2.48025 0.13852 -0.25194
11 O 1.05368 -1.50740 -0.15501
12 C -0.36246 -1.68260 0.13983
13 C -0.73790 -2.98525 -0.68965
14 C 0.34264 -3.48280 -1.73613
15 C 0.50601 -2.57948 -3.01436
16 C 1.82519 -3.00329 -3.80387
17 C -0.31032 -2.13798 1.64859
18 C 0.92779 -2.02636 2.45332
19 C 0.91942 -2.50216 3.84357
20 N -0.12557 -3.06879 4.50487
21 C -1.26894 -3.16022 3.76498
22 C -1.45499 -2.75189 2.38029
23 C -1.07417 -0.28664 -0.20914
24 C -2.35900 -0.21645 0.72049
25 C -3.37102 0.92609 0.43785
26 C -4.80865 0.56070 0.47047
27 C -5.85485 1.56312 0.25570
28 C -5.54183 2.96988 -0.04345
29 C -4.11566 3.34645 -0.07793
30 C -3.68381 4.81974 -0.39083
31 C -3.08169 2.32697 0.18266
32 P -1.72608 -0.26514 -2.02990
33 O -2.03254 1.31456 -2.50840
34 Cl -3.62686 -1.19702 -2.11489
35 H 5.09648 4.52666 -1.33871
36 H 4.68048 3.36109 -0.03089
37 H 4.41350 2.85163 -1.73346
38 H 2.35723 4.23984 -1.97054
39 H 2.98678 5.41117 -0.69631
40 H 1.99508 4.19849 1.04578
41 H 2.67150 2.61816 0.39069
42 H -0.10995 3.58325 0.47688
43 H 0.39496 3.93566 -1.19604
44 H 0.96882 1.59455 -1.56830
45 H -0.34526 0.26529 2.84017
46 H -0.22876 2.49411 2.35559
47 H -1.72340 -2.96028 -1.22088
48 H -0.82447 -3.83111 0.05463
49 H -0.06239 -4.47007 -2.12157
50 H 1.32732 -3.76351 -1.26472
51 H 0.70365 -1.53123 -2.65999
52 H -0.37577 -2.59912 -3.70553
53 H 2.01006 -2.28058 -4.64735
54 H 2.67441 -2.84176 -3.07632
55 H 1.73687 -4.06487 -4.14461
56 H 1.87347 -1.59347 2.06869
57 H 1.88400 -2.42069 4.41237
58 H -2.16617 -3.59880 4.27798
59 H -2.40930 -2.88120 1.82327
60 H -2.91178 -1.19165 0.57727
61 H -2.13032 -0.18962 1.82710
62 H -5.13561 -0.48620 0.68803
63 H -6.94206 1.29866 0.31214
64 H -6.30845 3.75926 -0.21052
65 H -2.57901 4.96203 -0.26099
66 H -4.30690 5.58637 0.12811
67 H -3.87182 4.95215 -1.50013
68 H -2.02620 2.67496 0.14859
69 H -2.97863 1.53640 -2.39911
70 C -0.55488 -6.69194 5.47920
71 C -2.03882 -6.86763 5.70321
72 C -2.41158 -8.13610 6.41687
73 O -3.74719 -8.35306 5.95815
74 C -3.83378 -7.77918 4.72529
75 O -4.74923 -7.92874 3.98001
76 O -2.73470 -7.01932 4.46146
77 H -0.36954 -5.90142 4.75013
78 H -0.04759 -6.43804 6.41119
79 H -0.10430 -7.60278 5.07709
80 H -2.44715 -5.98536 6.20791
81 H -2.38500 -8.03468 7.50130
82 H -1.80412 -8.99635 6.12134
83 C -8.44893 6.04207 3.71475
84 C -7.87175 6.87335 2.59184
85 C -7.98178 6.24246 1.23361
86 O -6.89209 6.85105 0.53458
87 C -5.95610 7.16476 1.47269
88 O -4.84574 7.51850 1.21906
89 O -6.45249 7.01571 2.72929
90 H -8.12030 6.41920 4.67189
91 H -9.53892 6.05137 3.68671
92 H -8.10923 5.00472 3.65248
93 H -8.30982 7.87719 2.60760
94 H -8.92910 6.45995 0.74153
95 H -7.82121 5.16045 1.24246
96 C -8.32313 11.04709 6.15234
97 C -8.64824 9.80102 6.94389
98 C -7.46403 9.17225 7.62185
99 O -7.87403 7.80737 7.72766
100 C -8.73562 7.57910 6.70001
101 O -9.12644 6.50012 6.37873
102 O -9.08473 8.74215 6.08500
103 H -9.15099 11.30621 5.48992
104 H -8.12555 11.88953 6.81692
105 H -7.44754 10.89399 5.51691
106 H -9.45636 10.00890 7.65286
107 H -7.26557 9.59582 8.60563
108 H -6.54926 9.20944 7.02343
109 C 5.46821 7.38285 2.63254
110 C 6.18767 7.26913 1.30796
111 C 6.53995 8.58791 0.68084
112 O 6.59894 8.25017 -0.70587
113 C 5.75635 7.19634 -0.88759
114 O 5.42696 6.78049 -1.95664
115 O 5.34186 6.69087 0.30979
116 H 5.02104 6.42601 2.90819
117 H 6.15416 7.69288 3.42246
118 H 4.65228 8.10744 2.57777
119 H 7.06632 6.62422 1.41428
120 H 7.49645 8.97834 1.02649
121 H 5.76997 9.35326 0.81440
122 C 5.48196 -6.81091 -4.66654
123 C 4.13620 -7.46435 -4.87962
124 C 3.84082 -7.81515 -6.30827
125 O 2.41220 -7.80255 -6.32885
126 C 2.01803 -6.92852 -5.36093
127 O 0.90074 -6.53871 -5.22549
128 O 3.06805 -6.55886 -4.57650
129 H 5.53371 -6.35606 -3.67555
130 H 6.28750 -7.54057 -4.76335
131 H 5.65063 -6.00945 -5.38991
132 H 4.03430 -8.33266 -4.22010
133 H 4.22502 -8.79346 -6.58904
134 H 4.19941 -7.06851 -7.02382
135 C 2.86573 -14.07522 -8.10521
136 C 3.00880 -12.85564 -7.22395
137 C 3.05975 -11.55421 -7.97299
138 O 3.78707 -10.72014 -7.06793
139 C 4.59203 -11.54636 -6.34128
140 O 5.46328 -11.16618 -5.62382
141 O 4.27146 -12.85086 -6.54922
142 H 3.08754 -14.98266 -7.54096
143 H 1.85416 -14.14773 -8.50762
144 H 3.56964 -14.04384 -8.94025
145 H 2.22380 -12.85180 -6.46068
146 H 2.07100 -11.14221 -8.17150
147 H 3.61968 -11.61098 -8.91075
148 C 4.30907 0.08980 2.24858
149 C 5.04149 0.19588 3.56434
150 C 6.53816 0.21256 3.44147
151 O 6.94660 -0.30033 4.71226
152 C 5.93930 -1.10795 5.14780
153 O 6.02454 -1.83860 6.08462
154 O 4.83148 -0.97136 4.36981
155 H 3.26957 -0.16827 2.41376
156 H 4.35420 1.03015 1.69901
157 H 4.73531 -0.69900 1.62122
158 H 4.67268 1.05973 4.12770
159 H 6.93783 1.21321 3.27966
160 H 6.91862 -0.45645 2.66435
161 C 1.74930 3.02507 -6.60596
162 C 1.44576 1.77997 -5.80440
163 C 2.63852 1.18539 -5.11112
164 O 2.25913 -0.18619 -4.99399
165 C 1.40885 -0.44754 -6.02776
166 O 1.04020 -1.53740 -6.34294
167 O 1.03972 0.70391 -6.65576
168 H 0.92110 3.25887 -7.27728
169 H 1.92292 3.87849 -5.94835
170 H 2.63304 2.88527 -7.23308
171 H 0.62718 1.97686 -5.10329
172 H 2.81992 1.62360 -4.12966
173 H 3.55701 1.23735 -5.70281

Computed properties:
**ΔE to the lowest compared entry with this formula, charge and spin**: 0.000 eV
**SMILES string**: CCCCN[C@]1([PH2]=O)C(=O)O[C@@](CCCC)(c2ccncc2)[C@]1(Cc1cccc(C)c1)P(O)Cl.C[C@@H]1COC(=O)O1.C[C@@H]1COC(=O)O1.C[C@@H]1COC(=O)O1.C[C@@H]1COC(=O)O1.C[C@@H]1COC(=O)O1.C[C@@H]1COC(=O)O1.C[C@@H]1COC(=O)O1.C[C@@H]1COC(=O)O1
**Spin multiplicity**: 1

Q: Which energy values were calculated for the entries above? A: -6636.911162; -266.681100; -3655.622811; -5580.905807, in Ha.
Q: Which Kohn-Sham gap values were calculated for the entries above? A: 6.85; 9.65; 7.62; 8.69, in eV.